ORCA calculation (wB97M-V/def2-TZVPD) on a 2-piece molecular cluster, C10H21N3O3S overall at a distorted geometry.

For the highest occupied orbital energy, the calculation gives -7.17 eV. As for the HOMO-LUMO gap: 6.70 eV. Its total charge is 0. The relative energy (zero: lowest compared OMol25 entry of this formula, charge and spin) comes out at 704.2 kJ/mol.

```
38
Properties=species:S:1:pos:R:3:nbo_charge:R:1
C 2.11501 -3.07881 1.17057 -0.64
C 0.57707 -2.49487 1.07505 -0.43
C -0.40674 -3.35049 0.06564 -0.44
C -1.57638 -4.12082 0.93798 -0.24
N -2.96128 -3.53110 0.79060 -0.81
S -2.99633 -1.80184 1.04229 2.19
O -2.66412 -0.97030 -0.25695 -0.98
O -4.50132 -1.44600 1.36020 -0.97
O -2.10732 -1.26621 2.41140 -0.99
H 2.86186 -2.24344 0.77198 0.19
H 2.45525 -3.27741 2.29632 0.21
H 2.27988 -4.09351 0.58697 0.21
H 0.11477 -2.61158 2.15972 0.24
H 0.50195 -1.37382 0.74521 0.20
H 0.27616 -4.19872 -0.41738 0.20
H -0.82369 -2.72760 -0.84335 0.26
H -1.63783 -5.22281 0.48292 0.20
H -1.27696 -4.28766 2.08075 0.19
H -3.50481 -3.92782 1.61523 0.40
C 1.33039 4.42856 -3.13674 -0.63
C 0.14367 3.53467 -2.83367 -0.21
N 0.15778 2.96857 -1.47718 -0.28
C -0.93505 2.37604 -0.85795 -0.03
C -0.51229 1.93612 0.36462 -0.01
N 0.82416 2.27291 0.46658 -0.28
C 1.21646 2.90084 -0.65294 0.22
C 1.70177 1.99908 1.59834 -0.41
H 2.27050 3.87283 -3.06146 0.21
H 1.25990 4.82995 -4.15190 0.25
H 1.37378 5.26728 -2.43514 0.22
H 0.11389 2.69653 -3.53845 0.23
H -0.78418 4.10835 -2.94848 0.23
H -1.87753 2.33877 -1.37769 0.26
H -0.99141 1.42085 1.17812 0.30
H 2.21490 3.27536 -0.84286 0.24
H 2.07148 2.94700 1.99729 0.22
H 2.54082 1.38807 1.25580 0.23
H 1.15580 1.46302 2.37855 0.26
```

---

ORCA calculation (wB97M-V/def2-TZVPD) on one molecule with the formula C10H21N3O4 at a distorted geometry.

For the highest occupied orbital energy, the calculation gives -9.54 eV. As for the HOMO-LUMO gap: 10.08 eV. Its total charge is 0. The relative energy (zero: lowest compared OMol25 entry of this formula, charge and spin) comes out at 127.3 kJ/mol.

```
38
Properties=species:S:1:pos:R:3:nbo_charge:R:1
C -2.84183 -4.28154 -1.76397 -0.63
C -1.54552 -3.41916 -1.77524 0.10
O -1.64573 -2.73212 -3.01847 -0.75
C -1.40180 -2.53343 -0.55548 -0.17
N -2.63800 -1.81634 -0.32007 -0.80
C -0.18332 -1.58803 -0.73143 0.68
O 0.09526 -1.10544 -1.87550 -0.67
N 0.64190 -1.33453 0.34734 -0.62
C 1.51708 -0.13652 0.32322 -0.17
C 0.85526 1.23583 0.36121 -0.42
C 1.88401 2.38676 0.39882 -0.41
C 1.20735 3.75447 0.17097 -0.39
C -0.11028 3.90531 1.07116 -0.22
N 0.17928 3.40225 2.41348 -0.85
C 2.32522 -0.25258 1.59830 0.81
O 1.94490 -0.76096 2.61832 -0.56
O 3.68178 0.17729 1.54396 -0.69
H -2.70146 -5.19281 -2.30068 0.22
H -3.63971 -3.74865 -2.37642 0.23
H -3.16645 -4.35211 -0.69661 0.21
H -0.64847 -4.02459 -1.81841 0.16
H -0.97981 -2.01990 -3.03664 0.50
H -1.23348 -3.23122 0.22457 0.20
H -2.84247 -1.25840 -1.11523 0.37
H -2.49486 -1.12167 0.42097 0.35
H 0.49802 -1.63137 1.34823 0.44
H 2.13259 -0.16727 -0.58668 0.23
H 0.03511 1.36879 1.14087 0.23
H 0.32557 1.29966 -0.60992 0.22
H 2.42803 2.40084 1.29423 0.21
H 2.54305 2.18014 -0.41045 0.19
H 1.88490 4.48324 0.51417 0.20
H 1.06092 3.94976 -0.92117 0.21
H -0.88887 3.34056 0.63167 0.19
H -0.31912 4.97528 0.96873 0.18
H -0.62664 3.17840 2.92855 0.37
H 0.76723 4.09555 2.89337 0.36
H 3.90038 0.57450 0.70022 0.48
```

---

ORCA calculation (wB97M-V/def2-TZVPD) on C10H21NO3Rb as an isolated structure at a distorted geometry.

For the highest occupied orbital energy, the calculation gives -7.82 eV. As for the HOMO-LUMO gap: 3.82 eV. Its total charge is +1. The relative energy (zero: lowest compared OMol25 entry of this formula, charge and spin) comes out at 268.4 kJ/mol.

```
36
Properties=species:S:1:pos:R:3:nbo_charge:R:1
Rb -5.05263 1.13313 -11.11223 0.99
C -1.26056 3.55090 -7.88394 -0.61
C -0.64767 3.85211 -9.25904 -0.42
C 0.94283 3.63128 -9.15919 -0.23
N 1.67475 3.95611 -10.49303 -0.22
C 1.62434 2.77263 -11.48265 -0.21
C 2.30369 1.41458 -10.98543 -0.40
C 3.73035 1.67117 -10.53794 -0.42
C 3.98872 2.89054 -9.67588 -0.41
C 3.22531 4.13441 -10.25503 -0.21
C 1.24659 5.27373 -11.16203 -0.39
H -2.34755 3.62750 -7.91036 0.23
H -0.62342 4.08304 -7.17756 0.21
H -1.09038 2.50046 -7.64788 0.23
H -1.01205 4.77857 -9.70288 0.21
H -0.98528 3.03467 -9.89616 0.20
H 1.26721 2.70092 -8.69304 0.25
H 1.23717 4.34821 -8.39272 0.22
H 0.57934 2.53951 -11.68694 0.22
H 2.10270 3.19035 -12.36853 0.21
H 1.64569 1.09756 -10.17634 0.22
H 2.24439 0.65184 -11.76184 0.26
H 3.99740 0.81653 -9.91635 0.25
H 4.26248 1.72196 -11.48787 0.21
H 3.58208 2.77256 -8.67147 0.21
H 5.04821 3.11691 -9.55619 0.26
H 3.30313 4.96522 -9.55374 0.22
H 3.71261 4.57459 -11.12502 0.22
H 0.21138 5.07403 -11.43869 0.22
H 1.93966 5.42381 -11.98981 0.24
H 1.24198 5.94599 -10.30404 0.23
O -2.25351 -2.60458 -6.69399 -0.74
C -1.71183 -2.40301 -7.92427 0.92
O -2.26287 -1.72414 -8.78623 -0.87
O -0.75182 -3.00842 -8.22985 -0.78
H -1.50991 -3.08061 -6.31709 0.48
```

---

ORCA calculation (wB97M-V/def2-TZVPD) on C10H22AuN3S2Se2 as an isolated structure at a distorted geometry.

For the highest occupied orbital energy (alpha / beta), the calculation gives -14.40 / -14.19 eV. As for the HOMO-LUMO gap (alpha / beta): 4.74 / 4.01 eV. Its total charge is +2. The relative energy (zero: lowest compared OMol25 entry of this formula, charge and spin) comes out at 195.5 kJ/mol.

```
40
Properties=species:S:1:pos:R:3:nbo_charge:R:1
Au -1.42546 2.86225 0.64577 0.45
C 3.12644 2.42935 -0.79003 -0.77
Se 1.67364 1.87145 0.37807 0.26
C 1.85474 3.28375 1.74307 -0.58
C 1.51704 4.67195 1.23747 -0.56
Se -0.42366 5.07455 1.10587 0.45
C -0.40746 5.98535 -0.60553 -0.77
H 3.99584 2.64605 -0.17473 0.24
H 2.84594 3.30535 -1.36953 0.23
H 3.34774 1.60365 -1.46213 0.25
H 2.89984 3.25125 2.06427 0.26
H 1.23304 2.98725 2.59147 0.24
H 1.94954 4.86835 0.25347 0.24
H 1.91694 5.41565 1.93297 0.26
H 0.12714 5.38675 -1.34233 0.24
H 0.06054 6.96255 -0.47233 0.26
H -1.44726 6.12255 -0.90133 0.26
S -2.49086 0.70925 0.67757 0.24
C -3.19036 0.73305 -0.83553 -0.06
N -3.66156 0.69245 -1.88123 -0.14
C -3.04156 -2.63685 -0.53693 -0.43
N -1.85106 -3.35955 -0.15683 -0.36
C -2.11196 -4.70425 0.30697 -0.43
C -0.65956 -2.76655 -0.11373 0.34
S -0.55206 -1.03585 -0.18283 0.28
N 0.49924 -3.43275 -0.03883 -0.36
C 0.71314 -4.73095 -0.64673 -0.42
C 1.71854 -2.74675 0.33147 -0.43
H -3.76486 -3.34055 -0.94713 0.25
H -2.82566 -1.88415 -1.29283 0.23
H -3.49816 -2.14455 0.32667 0.21
H -3.00976 -4.68535 0.92657 0.24
H -1.29356 -5.09415 0.90207 0.23
H -2.31406 -5.38555 -0.52283 0.23
H -0.14646 -5.03575 -1.23603 0.23
H 0.93734 -5.49355 0.10307 0.24
H 1.58044 -4.65645 -1.30623 0.24
H 1.53544 -2.05455 1.15207 0.24
H 2.12994 -2.19245 -0.51623 0.22
H 2.45294 -3.48235 0.65287 0.25
```

---

ORCA calculation (wB97M-V/def2-TZVPD) on one molecule with the formula C10H22BF.

For the highest occupied orbital energy, the calculation gives -10.72 eV. As for the HOMO-LUMO gap: 11.45 eV. Its total charge is 0.

```
34
Properties=species:S:1:pos:R:3:nbo_charge:R:1
C 2.80071 -1.99597 1.02292 -0.60
C 2.03203 -0.74908 0.59885 -0.40
C 2.19735 -0.41468 -0.88596 -0.39
C 1.91510 1.03876 -1.27407 -0.39
C 0.43181 1.42802 -1.27537 -0.40
C -0.09367 1.89360 0.08434 -0.40
C -1.58250 2.25085 0.14302 -0.37
C -2.54704 1.10522 -0.25574 -0.79
B -2.70504 0.12379 0.95244 0.71
C -2.18697 -1.34872 1.03116 -0.84
C -1.61764 -1.94578 -0.22832 0.07
F -1.19760 -3.25849 -0.00503 -0.38
H 2.31259 -2.90572 0.66484 0.21
H 2.88465 -2.07356 2.10796 0.21
H 3.81419 -1.99142 0.61404 0.20
H 0.97226 -0.89697 0.83093 0.19
H 2.35014 0.10722 1.20310 0.19
H 1.54819 -1.06871 -1.48114 0.19
H 3.21827 -0.66758 -1.19051 0.20
H 2.33035 1.21649 -2.26930 0.21
H 2.46345 1.70509 -0.59664 0.19
H 0.25785 2.23899 -1.99172 0.20
H -0.14840 0.57899 -1.64700 0.19
H 0.47586 2.78668 0.36250 0.20
H 0.13741 1.14619 0.85126 0.19
H -1.80741 2.54880 1.17254 0.21
H -1.77051 3.13677 -0.47047 0.20
H -3.52978 1.54319 -0.46577 0.25
H -2.21269 0.63065 -1.17934 0.21
H -3.22576 0.56138 1.94075 -0.09
H -1.42630 -1.36827 1.82709 0.26
H -2.99174 -1.98481 1.42164 0.25
H -0.74523 -1.39027 -0.57792 0.16
H -2.35395 -1.98065 -1.03506 0.16
```

---

ORCA calculation (wB97M-V/def2-TZVPD) on C10H22Cl6F18HfO2P3 as an isolated structure at a distorted geometry.

For the highest occupied orbital energy, the calculation gives -11.82 eV. As for the HOMO-LUMO gap: 3.35 eV. Its total charge is +1.

```
62
Properties=species:S:1:pos:R:3:mulliken_charge:R:1
Hf -1.69411 1.07005 -2.25131 2.14
P 0.27481 0.15528 1.19400 1.51
F -0.48673 1.44729 1.81647 -0.46
F -0.42868 0.68811 -0.28677 0.24
F 1.55537 1.02816 0.77945 -0.39
F 0.82018 -1.08330 0.32159 -0.36
F 0.98033 -0.31497 2.51942 -0.29
F -1.05440 -0.72105 1.48112 -0.38
P -3.33093 -1.91848 -1.56199 1.30
F -4.59142 -0.96966 -1.31644 -0.35
F -3.51359 -2.71884 -0.20180 -0.32
F -4.21639 -2.95575 -2.36274 -0.28
F -1.98271 -2.71742 -1.82076 -0.26
F -2.97816 -0.98643 -2.92360 -0.48
F -2.36999 -0.66893 -0.94004 -0.33
P 0.63887 -0.42705 -3.79662 1.28
F -0.87838 0.11750 -4.27570 -0.47
F 0.74157 0.94465 -2.85853 -0.22
F -0.23605 -0.74979 -2.37794 -0.28
F 1.96198 -0.97979 -3.15739 -0.32
F 0.27190 -1.90380 -4.22269 -0.26
F 1.34972 0.18707 -5.03305 -0.25
Cl 3.02283 3.76869 2.77889 -0.19
C 4.11814 2.62798 1.97931 -0.21
C 5.53074 3.17009 1.87459 -0.52
Cl 5.60285 4.56301 0.76187 -0.20
H 3.79042 2.43145 0.95907 0.14
H 4.14212 1.66025 2.47794 0.31
H 6.21589 2.45777 1.42477 0.34
H 5.87228 3.54208 2.83733 0.35
Cl -1.87940 -2.90296 5.78350 -0.20
C -1.00036 -2.46271 4.28145 -0.22
C 0.19133 -3.35314 3.95224 -0.05
Cl 1.47425 -3.14513 5.11280 -0.19
H -0.63742 -1.47733 4.56074 0.20
H -1.68277 -2.41809 3.43786 0.15
H 0.63440 -3.07498 2.99708 -0.09
H -0.09605 -4.40251 3.91229 0.40
Cl 3.55793 -4.60142 -1.12206 -0.19
C 1.94569 -3.83986 -1.35095 0.29
C 0.90167 -4.86397 -1.79211 -0.04
Cl 0.76257 -6.13870 -0.56476 -0.18
H 2.11061 -2.97647 -1.98488 -0.12
H 1.72393 -3.44871 -0.35968 -0.05
H 1.28198 -5.31880 -2.70554 0.36
H -0.05765 -4.39647 -1.99322 -0.01
C 0.63991 3.62581 -1.62098 -0.75
O -0.69204 3.00372 -1.42484 -0.51
C -1.23263 3.73995 -0.27944 -0.48
C -2.63478 3.35612 -0.02055 -0.74
O -2.75965 1.93330 -0.32750 -0.06
C -3.88961 1.47006 0.45676 -0.95
H 0.65168 4.64859 -1.99300 0.35
H 1.04630 3.04473 -2.45237 0.21
H 1.28813 3.48394 -0.75987 0.37
H -1.25686 4.82386 -0.41213 0.54
H -0.59262 3.47152 0.56210 0.32
H -3.34414 3.93606 -0.61949 0.42
H -2.89489 3.63966 0.99996 0.44
H -4.80796 1.92995 0.08355 0.35
H -3.77317 1.55624 1.53382 0.38
H -4.10687 0.41354 0.29078 0.28
```